Entry 1:
Below is a structure of composition C19H20Cl2NOP2Pd, with properties calculated with ωB97M-V with the def2-TZVPD basis set.

The net charge is +3. Its multiplicity is 5. As for the lowest unoccupied orbital energy (alpha / beta): -10.2 / -13.9 eV. As for the energy relative to the best compared isomer or geometry (same formula, charge and spin): 41.88 kJ/mol. The calculation puts the orbital gap (alpha / beta) at 6.2 / 3.7 eV.

Last column: Löwdin spin population.
Element x y z (Å)
Pd1 0.240 0.268 0.101  1.252
Cl1 -1.748 -4.418 -1.653  0.298
C1 -1.567 -3.038 -2.538  0.335
C2 -1.965 -3.055 -3.926  0.393
C3 -1.837 -1.909 -4.739  0.221
Cl2 -2.328 -2.043 -6.333  0.157
C4 -1.305 -0.707 -4.196  0.052
C5 -1.150 0.472 -4.970  0.036
C6 -0.627 1.585 -4.375  0.006
C7 -0.259 1.519 -3.021  0.075
N1 -0.392 0.433 -2.269  0.041
C8 -0.906 -0.667 -2.836  0.100
C9 -1.028 -1.837 -1.942  0.090
O1 -0.687 -1.785 -0.758  0.269
H1 -2.370 -3.971 -4.345  0.008
H2 -1.444 0.482 -6.011  0.002
H3 -0.490 2.507 -4.924  -0.001
H4 0.159 2.393 -2.536  0.004
C10 0.449 -2.054 2.749  0.041
P1 0.202 -0.294 2.432  0.204
C11 -1.326 0.193 3.267  0.043
C12 1.564 0.620 3.178  0.017
C13 1.967 0.328 4.479  0.005
C14 3.000 1.043 5.066  0.003
C15 3.638 2.053 4.360  0.002
C16 3.245 2.353 3.064  0.005
C17 2.208 1.642 2.463  0.016
P2 1.675 2.070 0.793  0.196
C18 3.153 2.367 -0.204  0.047
C19 0.783 3.642 0.897  0.034
H5 0.443 -2.245 3.824  0.010
H6 1.404 -2.381 2.340  0.001
H7 -0.360 -2.622 2.291  0.001
H8 -1.219 0.003 4.338  0.011
H9 -2.168 -0.386 2.889  0.001
H10 -1.522 1.255 3.126  0.001
H11 1.481 -0.457 5.046  0.000
H12 3.308 0.810 6.077  0.000
H13 4.444 2.611 4.818  0.000
H14 3.756 3.146 2.533  0.000
H15 3.735 3.186 0.222  0.011
H16 2.868 2.650 -1.218  0.001
H17 3.774 1.474 -0.239  0.001
H18 1.429 4.388 1.366  0.008
H19 -0.114 3.535 1.506  0.001
H20 0.504 3.997 -0.096  0.001

***

Entry 2:
Below is a structure of composition C19H20Cl5N3O2Tc, with properties calculated with ωB97M-V with the def2-TZVPD basis set.

Its multiplicity is 4. As for the lowest unoccupied orbital energy (alpha / beta): -0.8 / -1.1 eV. As for the energy relative to the best compared isomer or geometry (same formula, charge and spin): 97.51 kJ/mol. The calculation puts the orbital gap (alpha / beta) at 7.5 / 7.6 eV.

Last column: Löwdin spin population.
Element x y z (Å)
Tc1 7.012 -5.231 11.625  2.626
N1 8.462 -4.589 13.040  0.054
N2 9.653 -5.136 12.542  0.012
C1 9.571 -6.459 11.971  0.013
O1 10.604 -7.000 11.713  0.011
O2 8.349 -6.856 11.802  0.103
H1 8.564 -3.564 13.046  0.008
H2 8.323 -4.870 14.013  0.007
H3 10.454 -4.978 13.151  0.000
Cl1 5.362 -3.418 13.456  0.054
C2 5.426 -5.004 14.166  0.014
C3 5.694 -6.064 13.311  0.053
C4 5.588 -7.305 13.892  0.013
Cl2 5.861 -8.763 12.977  0.004
C5 5.383 -7.464 15.269  0.001
Cl3 5.407 -9.047 15.992  0.001
C6 5.264 -6.350 16.094  0.005
Cl4 5.137 -6.562 17.779  0.002
C7 5.268 -5.077 15.530  0.000
Cl5 5.121 -3.694 16.543  0.002
C8 6.585 -7.973 9.639  0.014
C9 7.227 -7.293 8.426  0.000
C10 6.187 -6.652 7.482  -0.001
C11 8.390 -6.371 8.648  -0.004
C12 9.682 -6.718 8.216  0.003
C13 10.745 -5.833 8.268  -0.006
C14 10.489 -4.511 8.636  0.001
C15 9.243 -4.113 9.107  -0.004
C16 8.942 -2.630 9.370  0.000
C17 7.831 -2.111 8.456  0.001
C18 8.670 -2.128 10.806  0.008
C19 8.249 -5.100 9.184  0.034
N3 7.077 -4.806 9.959  -0.043
H4 5.858 -8.715 9.279  0.001
H5 5.977 -7.314 10.269  0.008
H6 7.320 -8.437 10.306  0.000
H7 7.664 -8.121 7.853  0.000
H8 5.677 -5.810 8.004  -0.001
H9 5.401 -7.377 7.233  0.000
H10 6.680 -6.286 6.594  0.000
H11 9.843 -7.726 7.859  0.001
H12 11.715 -6.126 7.928  0.000
H13 11.279 -3.781 8.577  0.000
H14 9.856 -2.107 9.094  0.000
H15 6.854 -2.511 8.732  0.001
H16 7.985 -2.416 7.411  0.000
H17 7.751 -1.029 8.522  0.000
H18 7.748 -2.521 11.246  0.006
H19 8.596 -1.045 10.797  0.001
H20 9.507 -2.400 11.475  0.000

***

Entry 3:
Below is a structure of composition C19H20ClCuN4, with properties calculated with ωB97M-V with the def2-TZVPD basis set.

As for the lowest unoccupied orbital energy: 0.6 eV. The calculation puts the orbital gap at 6.4 eV.

Last column: Mulliken charge in e.
Element x y z (Å)
Cu1 0.639 0.533 -0.295  -0.049
C1 -1.213 -2.152 -0.341  -1.284
N1 -1.286 -1.066 0.603  1.013
C2 -2.459 -0.237 0.510  -1.249
C3 -2.181 1.216 0.858  0.781
C4 -3.207 2.039 1.305  -1.006
C5 -2.937 3.370 1.565  -0.271
C6 -1.646 3.838 1.381  -0.807
C7 -0.681 2.951 0.937  -0.117
N2 -0.938 1.665 0.676  0.187
C8 -0.825 -1.360 1.935  -1.237
C9 0.688 -1.496 2.015  0.763
C10 1.274 -2.251 3.024  -1.010
C11 2.654 -2.323 3.096  -0.259
C12 3.409 -1.647 2.150  -0.822
C13 2.749 -0.920 1.174  -0.089
N3 1.414 -0.840 1.110  0.255
C14 -0.896 -1.689 -1.753  0.821
C15 -1.277 -2.458 -2.844  -1.006
C16 -0.912 -2.051 -4.116  -0.263
C17 -0.181 -0.884 -4.259  -0.847
C18 0.152 -0.169 -3.121  -0.144
N4 -0.201 -0.558 -1.890  0.251
H1 -2.130 -2.760 -0.359  0.328
H2 -0.404 -2.817 -0.026  0.412
H3 -3.288 -0.603 1.135  0.322
H4 -2.813 -0.266 -0.524  0.419
H5 -4.202 1.633 1.445  0.419
H6 -3.722 4.032 1.910  0.403
H7 -1.387 4.871 1.576  0.407
H8 0.345 3.261 0.772  0.315
H9 -1.288 -2.266 2.353  0.329
H10 -1.117 -0.531 2.585  0.420
H11 0.649 -2.775 3.737  0.422
H12 3.133 -2.902 3.875  0.401
H13 4.490 -1.681 2.162  0.418
H14 3.286 -0.371 0.407  0.220
H15 -1.850 -3.364 -2.690  0.418
H16 -1.193 -2.638 -4.981  0.404
H17 0.135 -0.530 -5.231  0.411
H18 0.738 0.742 -3.171  0.291
Cl1 3.390 1.157 -1.989  -0.325
C19 2.050 1.900 -0.933  -0.975
H19 1.662 2.711 -1.558  0.446
H20 2.619 2.394 -0.139  0.483

***

Entry 4:
Below is a structure of composition C19H20ClN2O6PReS3, with properties calculated with ωB97M-V with the def2-TZVPD basis set.

Its multiplicity is 4. As for the lowest unoccupied orbital energy (alpha / beta): 0.0 / -1.2 eV. As for the energy relative to the best compared isomer or geometry (same formula, charge and spin): 178.38 kJ/mol. The calculation puts the orbital gap (alpha / beta) at 7.7 / 6.8 eV.

Last column: Löwdin spin population.
Element x y z (Å)
Re1 -0.108 0.157 1.249  2.505
S1 -0.142 -1.468 2.938  0.087
C1 0.204 -0.582 4.419  0.018
C2 0.121 -1.235 5.645  0.004
C3 0.358 -0.552 6.827  0.010
C4 0.243 -1.249 8.079  0.001
N1 0.142 -1.806 9.078  0.004
C5 0.697 0.809 6.785  0.007
C6 0.789 1.455 5.563  0.005
C7 0.541 0.772 4.376  0.014
S2 0.637 1.648 2.845  0.081
C8 0.944 1.549 7.993  0.001
N2 1.140 2.160 8.945  0.002
H1 -0.138 -2.284 5.678  0.000
H2 1.052 2.504 5.533  -0.001
C9 0.426 -3.281 0.068  0.016
S3 -1.147 -2.670 -0.470  0.012
O1 -2.162 -3.620 -0.192  0.000
O2 -1.020 -2.579 -2.024  0.002
O3 -1.331 -1.308 0.025  0.055
H3 0.951 -3.672 -0.799  0.000
H4 0.220 -4.075 0.780  0.000
H5 0.996 -2.489 0.551  0.015
C10 2.197 3.192 0.078  0.004
O4 0.790 3.205 -0.198  0.001
P1 0.029 1.814 -0.463  0.077
O5 -1.406 2.391 -0.884  0.025
C11 -2.391 2.679 0.111  0.023
O6 0.600 1.373 -1.897  0.007
C12 0.547 2.261 -3.026  0.000
H6 2.528 4.227 0.051  0.000
H7 2.734 2.623 -0.683  0.000
H8 2.394 2.770 1.063  0.002
H9 -3.338 2.789 -0.409  0.001
H10 -2.139 3.600 0.637  0.000
H11 -2.472 1.860 0.834  0.018
H12 1.029 1.740 -3.850  0.000
H13 1.078 3.187 -2.807  0.000
H14 -0.489 2.480 -3.279  0.000
Cl1 -2.390 0.296 -3.942  0.000
C13 -1.266 -0.743 -4.771  0.000
C14 -1.309 -0.778 -6.156  0.000
C15 -0.437 -1.607 -6.843  0.000
C16 0.471 -2.395 -6.151  0.000
C17 0.508 -2.339 -4.769  0.000
C18 -0.358 -1.516 -4.055  0.000
C19 -0.267 -1.447 -2.566  0.001
H15 -2.024 -0.163 -6.683  0.000
H16 -0.468 -1.631 -7.924  0.000
H17 1.148 -3.046 -6.686  0.000
H18 1.220 -2.945 -4.223  0.000
H19 -0.702 -0.538 -2.171  0.000
H20 0.768 -1.523 -2.229  0.001

***

Repeat the third record exactly.
Below is a structure of composition C19H20ClCuN4, with properties calculated with ωB97M-V with the def2-TZVPD basis set.

As for the lowest unoccupied orbital energy: 0.6 eV. The calculation puts the orbital gap at 6.4 eV.

Last column: Mulliken charge in e.
Element x y z (Å)
Cu1 0.639 0.533 -0.295  -0.049
C1 -1.213 -2.152 -0.341  -1.284
N1 -1.286 -1.066 0.603  1.013
C2 -2.459 -0.237 0.510  -1.249
C3 -2.181 1.216 0.858  0.781
C4 -3.207 2.039 1.305  -1.006
C5 -2.937 3.370 1.565  -0.271
C6 -1.646 3.838 1.381  -0.807
C7 -0.681 2.951 0.937  -0.117
N2 -0.938 1.665 0.676  0.187
C8 -0.825 -1.360 1.935  -1.237
C9 0.688 -1.496 2.015  0.763
C10 1.274 -2.251 3.024  -1.010
C11 2.654 -2.323 3.096  -0.259
C12 3.409 -1.647 2.150  -0.822
C13 2.749 -0.920 1.174  -0.089
N3 1.414 -0.840 1.110  0.255
C14 -0.896 -1.689 -1.753  0.821
C15 -1.277 -2.458 -2.844  -1.006
C16 -0.912 -2.051 -4.116  -0.263
C17 -0.181 -0.884 -4.259  -0.847
C18 0.152 -0.169 -3.121  -0.144
N4 -0.201 -0.558 -1.890  0.251
H1 -2.130 -2.760 -0.359  0.328
H2 -0.404 -2.817 -0.026  0.412
H3 -3.288 -0.603 1.135  0.322
H4 -2.813 -0.266 -0.524  0.419
H5 -4.202 1.633 1.445  0.419
H6 -3.722 4.032 1.910  0.403
H7 -1.387 4.871 1.576  0.407
H8 0.345 3.261 0.772  0.315
H9 -1.288 -2.266 2.353  0.329
H10 -1.117 -0.531 2.585  0.420
H11 0.649 -2.775 3.737  0.422
H12 3.133 -2.902 3.875  0.401
H13 4.490 -1.681 2.162  0.418
H14 3.286 -0.371 0.407  0.220
H15 -1.850 -3.364 -2.690  0.418
H16 -1.193 -2.638 -4.981  0.404
H17 0.135 -0.530 -5.231  0.411
H18 0.738 0.742 -3.171  0.291
Cl1 3.390 1.157 -1.989  -0.325
C19 2.050 1.900 -0.933  -0.975
H19 1.662 2.711 -1.558  0.446
H20 2.619 2.394 -0.139  0.483